[1]
A cluster of 2 separate species, C15H30N4O6 in total in a non-equilibrium geometry, computed with wB97M-V/def2-TZVPD.

Last column: Mulliken charge in e.
Atoms and positions in Å:
O1 1.721 1.566 5.093  -0.75
O2 0.940 0.739 -6.155  -0.65
O3 -1.829 1.247 -3.738  -0.59
O4 -0.683 -2.306 5.116  -0.69
O5 -0.608 -0.523 -2.877  -0.34
O6 1.401 0.000 2.920  -0.62
C1 0.587 1.944 5.358  0.88
C2 1.035 -0.419 -5.801  0.54
C3 -1.487 0.066 -3.745  0.63
C4 -0.052 -1.257 5.125  0.21
N1 2.217 -0.746 -5.204  -0.37
N2 1.055 -1.110 5.865  -0.05
N3 -3.600 -0.522 -5.048  -0.69
N4 -0.510 1.263 5.023  -0.11
C5 0.372 3.253 6.079  -1.36
C6 1.637 -2.155 6.705  -0.99
C7 0.974 1.320 -2.388  -1.47
C8 -0.967 0.855 -0.841  -1.75
C9 0.881 -0.786 -1.067  -1.72
C10 -0.039 -1.472 -6.075  -0.74
C11 -2.188 -0.882 -4.758  0.04
C12 -1.484 -0.924 -6.125  -1.06
C13 0.035 0.237 -1.833  1.83
C14 -0.011 0.027 2.921  -0.60
C15 -0.595 -0.049 4.340  0.08
H1 1.721 0.656 3.565  0.43
H2 2.942 -0.037 -5.243  0.27
H3 2.458 -1.724 -5.087  0.20
H4 1.549 -0.229 5.786  0.24
H5 -3.633 0.400 -5.490  0.27
H6 -4.150 -0.506 -4.189  0.30
H7 -1.387 1.676 5.296  0.26
H8 1.341 3.672 6.349  0.34
H9 -0.150 3.946 5.421  0.35
H10 -0.214 3.084 6.980  0.37
H11 1.998 -2.970 6.077  0.30
H12 0.881 -2.548 7.387  0.31
H13 2.469 -1.750 7.284  0.36
H14 0.415 2.103 -2.909  0.37
H15 1.534 1.792 -1.576  0.48
H16 1.688 0.883 -3.090  0.23
H17 -1.519 1.682 -1.294  0.40
H18 -1.683 0.100 -0.505  0.46
H19 -0.441 1.250 0.033  0.34
H20 1.615 -1.247 -1.734  0.35
H21 1.417 -0.308 -0.241  0.41
H22 0.244 -1.575 -0.654  0.40
H23 0.194 -1.919 -7.045  0.46
H24 0.027 -2.263 -5.324  0.32
H25 -2.168 -1.886 -4.320  0.31
H26 -1.498 0.072 -6.581  0.43
H27 -2.068 -1.581 -6.778  0.36
H28 -0.371 -0.826 2.344  0.45
H29 -0.358 0.942 2.438  0.13
H30 -1.658 -0.254 4.209  0.48

Its total charge is 0. The structure (SMILES) is CC(C)(C)OC(=O)[C@@H](N)CCC(N)=O.CNC(=O)[C@H](CO)NC(C)=O. Its HOMO energy is -9.5 eV. For the gap between HOMO and LUMO, the calculation gives 9.856 eV. As for the total energy: -34289.108 eV. The value obtained for the max |F| is 0.0415 hartree/bohr. The value obtained for the LUMO energy is 0.0138 Ha.

=====

[2]
A structure of composition C15H30N4O6PbS in a non-equilibrium geometry, computed with wB97M-V/def2-TZVPD.

Last column: Mulliken charge in e.
Atoms and positions in Å:
Pb1 0.074 0.051 -0.183  1.65
C1 0.606 -0.331 -3.668  -0.62
C2 1.701 0.679 -3.343  -0.70
O1 1.914 0.746 -1.939  -0.12
C3 3.263 0.921 -1.517  -0.42
C4 3.257 1.478 -0.093  -0.72
O2 2.488 0.685 0.812  -0.27
C5 3.188 -0.285 1.580  -0.67
C6 3.195 -1.694 0.959  -0.33
O3 1.889 -1.994 0.516  -0.03
C7 1.494 -3.347 0.370  -0.38
C8 0.072 -3.533 0.902  -0.68
O4 -0.781 -2.603 0.248  -0.10
C9 -2.160 -2.724 0.553  -0.69
C10 -2.988 -2.003 -0.504  -0.63
O5 -2.465 -0.713 -0.831  -0.36
C11 -2.775 -0.306 -2.161  -0.74
C12 -1.701 -0.776 -3.144  -0.42
O6 -0.472 -0.176 -2.759  -0.18
H1 1.011 -1.351 -3.576  0.29
H2 0.276 -0.190 -4.704  0.43
H3 1.411 1.684 -3.693  0.29
H4 2.620 0.394 -3.868  0.49
H5 3.788 1.630 -2.172  0.52
H6 3.796 -0.038 -1.576  0.28
H7 2.769 2.456 -0.106  0.21
H8 4.288 1.602 0.258  0.50
H9 2.653 -0.338 2.535  0.32
H10 4.220 0.030 1.770  0.46
H11 3.549 -2.414 1.708  0.57
H12 3.897 -1.721 0.110  0.28
H13 2.176 -4.040 0.873  0.49
H14 1.498 -3.585 -0.704  0.28
H15 0.061 -3.364 1.988  0.32
H16 -0.259 -4.563 0.716  0.46
H17 -2.357 -2.333 1.563  0.36
H18 -2.471 -3.779 0.557  0.41
H19 -4.020 -1.892 -0.138  0.37
H20 -3.025 -2.625 -1.409  0.45
H21 -2.815 0.787 -2.162  0.27
H22 -3.749 -0.701 -2.466  0.47
H23 -1.972 -0.489 -4.166  0.45
H24 -1.609 -1.871 -3.092  0.28
C13 -2.570 3.199 4.341  -1.24
C14 -2.108 3.501 2.998  0.88
N1 -2.171 4.685 2.430  -0.52
N2 -1.662 4.595 1.233  0.33
C15 -1.238 3.342 0.960  0.38
S1 -0.510 2.796 -0.465  -0.23
N3 -1.523 2.623 2.094  0.43
N4 -1.257 1.261 2.214  -0.81
H25 -2.997 4.104 4.777  0.36
H26 -1.754 2.863 4.991  0.37
H27 -3.325 2.406 4.360  0.38
H28 -1.638 5.417 0.627  0.22
H29 -2.130 0.754 2.375  0.30
H30 -0.649 1.091 3.019  0.31

Its total charge is +4. Its HOMO energy (spin up / spin down) is -21.4 / -21.4 eV. For the gap between HOMO and LUMO (spin up / spin down), the calculation gives 5.512 / 4.075 eV. As for the total energy: -50323.226 eV. The value obtained for the max |F| is 0.0316 hartree/bohr. The value obtained for the LUMO energy (spin up / spin down) is -0.5852 / -0.6376 Ha.

=====

[3]
A cluster of 2 separate species, C15H30NO2PSi in total in a non-equilibrium geometry, computed with wB97M-V/def2-TZVPD.

Last column: Mulliken charge in e.
Atoms and positions in Å:
C1 -1.495 2.073 0.096  -0.70
Si1 0.278 1.683 0.746  0.33
C2 0.818 -0.076 0.220  -0.67
C3 1.417 3.067 -0.008  -0.99
P1 0.358 1.903 2.974  -0.19
C4 0.392 0.124 3.721  -0.26
C5 1.823 -0.227 4.395  -0.84
C6 3.066 -0.162 3.382  0.02
C7 3.590 -1.581 2.850  -0.82
N1 2.552 -2.456 2.242  0.43
C8 1.373 -3.097 2.781  -0.41
C9 0.613 -3.958 1.743  -0.46
C10 1.439 -3.777 0.420  -0.49
C11 2.613 -2.864 0.845  -0.27
H1 -1.401 2.207 -1.048  0.04
H2 -2.148 1.153 0.300  0.24
H3 -1.962 3.004 0.594  0.32
H4 1.928 -0.223 0.455  0.06
H5 0.694 -0.227 -0.924  0.40
H6 0.191 -0.907 0.705  0.16
H7 1.209 3.074 -1.139  0.29
H8 2.523 2.896 0.220  0.29
H9 1.022 4.065 0.427  0.28
H10 1.617 2.523 3.311  0.01
H11 0.119 -0.645 2.913  0.04
H12 -0.456 0.060 4.505  0.40
H13 1.995 0.581 5.198  0.39
H14 1.694 -1.224 4.935  0.28
H15 3.946 0.303 3.977  0.28
H16 2.875 0.579 2.515  0.03
H17 4.352 -1.354 2.010  0.30
H18 4.174 -2.193 3.630  0.29
H19 1.002 -2.997 3.864  0.24
H20 -0.324 -4.594 1.833  0.34
H21 1.278 -4.180 -0.633  0.33
H22 3.473 -2.492 0.177  0.28
O1 -3.628 2.566 -2.523  -0.54
C12 -3.500 1.645 -3.296  0.84
O2 -2.534 1.682 -4.236  -0.37
C13 -2.171 0.569 -5.065  -0.37
C14 -3.049 0.501 -6.298  -0.98
C15 -4.466 0.495 -3.293  -1.05
H23 -2.171 -0.363 -4.496  0.34
H24 -1.136 0.742 -5.372  0.32
H25 -4.097 0.338 -6.037  0.27
H26 -2.727 -0.311 -6.955  0.35
H27 -3.002 1.442 -6.852  0.30
H28 -5.332 0.751 -3.906  0.26
H29 -4.793 0.323 -2.266  0.29
H30 -4.033 -0.443 -3.636  0.35

Its total charge is 0. The structure (SMILES) is C[Si](C)(C)PCCCCn1cccc1.CCOC(C)=O. Its HOMO energy is -7.8 eV. For the gap between HOMO and LUMO, the calculation gives 8.377 eV. As for the total energy: -38789.479 eV. The value obtained for the max |F| is 0.1058 hartree/bohr. The value obtained for the LUMO energy is 0.0226 Ha.

=====

[4]
A cluster of 8 separate species, C15H30O18S in total in a non-equilibrium geometry, computed with wB97M-V/def2-TZVPD.

Last column: Mulliken charge in e.
Atoms and positions in Å:
O1 -0.274 -3.258 1.110  -0.58
S1 -1.009 -4.507 0.829  1.07
O2 -1.635 -4.533 -0.485  -0.61
O3 0.077 -5.827 0.915  -0.29
C1 1.051 -5.953 -0.071  -0.21
C2 2.169 -6.799 0.477  -1.09
C3 -2.101 -4.969 2.243  -0.81
H1 1.414 -4.993 -0.439  0.30
H2 0.565 -6.269 -0.993  0.35
H3 1.871 -7.490 1.266  0.31
H4 3.008 -6.224 0.869  0.28
H5 2.562 -7.296 -0.410  0.31
H6 -2.804 -4.182 2.516  0.34
H7 -1.396 -5.296 3.007  0.31
H8 -2.539 -5.907 1.903  0.32
O4 2.294 1.093 4.872  -0.63
H9 2.305 0.144 4.995  0.30
H10 1.862 1.221 4.028  0.32
O5 0.153 6.138 3.613  -0.63
H11 -0.623 5.705 3.257  0.31
H12 0.706 6.304 2.850  0.32
O6 0.108 1.977 1.753  -0.58
H13 0.370 2.444 0.960  0.31
H14 -0.612 1.412 1.472  0.30
C4 -2.944 0.502 -2.913  -0.28
C5 -2.081 -0.587 -3.495  -0.33
O7 -1.703 -0.138 -4.774  -0.32
C6 -2.603 0.775 -5.155  0.65
O8 -2.724 1.285 -6.247  -0.54
O9 -3.403 1.114 -4.055  -0.32
H15 -2.367 1.154 -2.258  0.27
H16 -3.741 -0.039 -2.402  0.27
H17 -2.788 -1.406 -3.619  0.29
H18 -1.273 -0.743 -2.781  0.31
C7 2.726 4.124 -4.610  -0.22
C8 3.150 5.328 -3.782  -0.34
O10 2.257 5.443 -2.733  -0.30
C9 1.318 4.441 -2.915  0.64
O11 0.370 4.265 -2.150  -0.55
O12 1.462 3.923 -4.172  -0.27
H19 3.303 3.206 -4.501  0.24
H20 2.831 4.462 -5.641  0.26
H21 3.284 6.231 -4.377  0.29
H22 4.055 5.084 -3.225  0.26
C10 4.276 -0.477 -1.219  -0.12
C11 5.531 -0.648 -0.509  -0.25
O13 5.782 0.577 0.094  -0.35
C12 4.692 1.408 -0.031  0.63
O14 4.500 2.519 0.524  -0.55
O15 3.832 0.800 -0.876  -0.28
H23 3.589 -1.237 -0.849  0.14
H24 4.276 -0.632 -2.298  0.27
H25 6.345 -0.736 -1.229  0.24
H26 5.601 -1.525 0.134  0.27
C13 -5.254 0.304 4.889  -0.38
C14 -6.367 1.217 4.557  -0.18
O16 -6.005 1.709 3.287  -0.33
C15 -4.748 1.230 2.931  0.67
O17 -4.166 1.401 1.868  -0.55
O18 -4.373 0.317 3.853  -0.30
H27 -5.513 -0.728 4.650  0.27
H28 -4.949 0.318 5.936  0.31
H29 -6.393 2.140 5.136  0.28
H30 -7.309 0.686 4.423  0.21

Its total charge is 0. The structure (SMILES) is CCOS(C)(=O)=O.O=C1OCCO1.O=C1OCCO1.O=C1OCCO1.O=C1OCCO1.O.O.O. Its HOMO energy is -10.9 eV. For the gap between HOMO and LUMO, the calculation gives 10.901 eV. As for the total energy: -63727.614 eV. The value obtained for the max |F| is 0.1069 hartree/bohr. The value obtained for the LUMO energy is 0.0017 Ha.